No. 1
{"formula": "C6H10N", "method": "wB97M-V/def2-TZVPD", "symbols": ["C", "C", "C", "C", "C", "C", "N", "H", "H", "H", "H", "H", "H", "H", "H", "H", "H"], "coordinates": [[1.469, -1.277, -0.224], [2.710, -0.728, -0.562], [2.435, 1.489, 0.438], [0.497, -0.729, 0.491], [3.133, 0.583, -0.188], [-0.707, -0.542, 1.153], [-2.615, 0.481, -0.668], [1.294, -2.282, -0.617], [3.406, -1.348, -1.106], [2.318, 2.420, 0.928], [4.153, 0.808, -0.514], [-1.078, -1.467, 1.611], [-1.490, -0.158, 0.405], [-0.653, 0.229, 1.927], [-3.495, -0.020, -0.613], [-2.278, 0.430, -1.622], [-2.790, 1.454, -0.442]], "forces_ev_per_a": [[-0.4, -0.6, -0.1], [0.0, 0.6, 0.4], [-1.8, -1.7, 0.0], [1.7, 1.5, -0.1], [0.9, -0.3, -0.5], [-0.4, -0.2, 0.6], [-0.2, 0.1, -0.2], [-0.1, 0.0, 0.0], [0.1, -0.1, -0.1], [0.2, 0.5, 0.3], [0.0, 0.1, 0.0], [0.0, -0.1, 0.0], [0.2, 0.0, 0.0], [0.1, 0.0, 0.0], [0.0, 0.1, -0.1], [-0.1, 0.1, 0.0], [-0.1, 0.0, -0.1]], "nbo_charge": [-0.45, 0.04, 0.08, 0.48, -0.41, -0.86, -1.04, 0.29, 0.24, 0.23, 0.28, 0.29, 0.36, 0.30, 0.39, 0.39, 0.39], "charge": 1, "gap_ev": [6.22, 6.30]}

---

No. 2
{"formula": "C6H10N2", "method": "wB97M-V/def2-TZVPD", "symbols": ["C", "C", "C", "C", "C", "C", "N", "N", "H", "H", "H", "H", "H", "H", "H", "H", "H", "H"], "coordinates": [[-1.505, 0.915, 0.157], [-0.269, -0.848, 1.778], [-0.098, 0.016, 2.940], [1.788, -0.718, -3.229], [1.051, -0.412, -2.208], [-0.573, 1.322, 0.974], [-2.367, 0.649, -0.689], [0.372, 0.495, 1.657], [0.436, -1.561, 1.808], [-1.207, -1.169, 1.416], [-1.078, 0.511, 3.423], [0.614, -0.030, 3.717], [1.508, -1.686, -3.802], [-2.119, 0.640, -1.662], [2.480, -0.042, -3.833], [1.152, 0.641, -1.866], [0.162, -1.014, -1.769], [-0.347, 2.292, 1.187]], "forces_ev_per_a": [[-0.5, 0.4, -1.8], [0.9, 1.1, 1.4], [-3.8, 2.5, 1.9], [0.2, -2.2, -4.0], [-2.2, 1.7, 1.9], [0.5, -1.6, 0.3], [-0.1, 0.1, 1.8], [-1.7, -1.4, -1.1], [2.3, -2.8, -0.5], [-1.0, 0.4, -0.5], [2.0, -1.0, -1.5], [1.0, -0.8, 0.4], [1.0, 1.4, 1.1], [0.5, -0.1, -0.4], [-0.9, -0.8, 1.5], [-0.2, -0.9, 0.4], [2.0, 0.8, -0.8], [-0.2, 2.9, 0.1]], "nbo_charge": [0.36, -0.28, -0.24, -0.40, -0.41, -0.25, -0.63, -0.36, 0.20, 0.21, 0.18, 0.21, 0.19, 0.37, 0.21, 0.20, 0.21, 0.23], "charge": 0, "smiles": "N=C=CN1CC1.C=C", "gap_ev": 9.44}

---

No. 3
{"formula": "C6H10N2", "method": "wB97M-V/def2-TZVPD", "symbols": ["C", "C", "C", "N", "C", "C", "C", "N", "H", "H", "H", "H", "H", "H", "H", "H", "H", "H"], "coordinates": [[0.707, 1.355, 0.046], [2.660, -0.121, 0.177], [-2.646, -0.596, 0.237], [1.246, 0.017, -0.090], [-1.286, -0.134, -0.202], [-0.429, -0.917, -1.177], [-0.391, 0.573, 0.662], [-1.088, -0.020, -1.753], [-0.089, -1.945, -1.252], [1.239, 2.009, 0.742], [0.470, 1.880, -0.888], [-0.517, 0.543, 1.739], [2.933, -1.179, 0.114], [3.265, 0.429, -0.564], [2.947, 0.245, 1.174], [-2.677, -0.790, 1.312], [-2.946, -1.513, -0.277], [-3.399, 0.162, 0.002]], "forces_ev_per_a": [[-0.4, 0.0, -0.4], [0.1, -0.2, 0.8], [-0.1, -0.1, 0.1], [-1.1, 0.8, 0.4], [0.2, -1.5, -1.6], [-2.1, 0.0, 0.8], [2.5, 0.3, -0.1], [0.4, 0.3, 0.4], [0.4, 0.4, -0.3], [0.1, -0.1, -0.1], [0.0, -0.1, 0.1], [0.1, 0.0, -0.1], [0.0, 0.1, 0.1], [-0.3, 0.0, 0.1], [0.1, 0.0, -0.1], [0.0, 0.0, 0.0], [0.1, 0.1, 0.0], [0.0, 0.0, 0.1]], "nbo_charge": [-0.29, -0.41, -0.61, -0.50, -0.10, 0.20, 0.06, -0.39, 0.22, 0.19, 0.20, 0.22, 0.20, 0.19, 0.18, 0.21, 0.22, 0.22], "charge": 0, "gap_ev": [8.60, 8.60]}

---

Computed molecular weight (g mol⁻¹) in order:
96.2, 110.2, 110.2
Computed strongest force on any atom (eV Å⁻¹) in order:
2.5, 5.0, 2.5